39
Properties=species:S:1:pos:R:3:forces:R:3:mulliken_charge:R:1 method="wB97M-V/def2-TZVPD" charge=+3 energy_ha=-8739.153010 homo_energy_ev=-17.80 e_lumo_ev=-11.968 e_above_lowest_kj_mol=58.9
W -0.638 -1.819 -0.762 0.4 1.6 0.6 0.5792
C -1.377 -0.091 3.319 0.0 0.0 0.0 -1.7606
C -0.600 -0.680 2.196 0.1 0.0 0.0 1.7514
O -1.178 -0.741 1.077 0.0 -0.4 -0.4 -0.2360
C 0.762 -1.145 2.376 -0.2 0.1 0.0 0.1563
C 1.369 -1.140 3.640 0.1 0.0 0.1 -0.7940
C 2.689 -1.523 3.795 -0.1 0.0 0.0 -0.9769
C 3.434 -1.901 2.683 0.0 0.0 -0.1 -0.4503
C 2.865 -1.909 1.411 0.1 0.0 0.1 -0.6729
C 1.545 -1.550 1.286 0.0 0.1 -0.3 0.7966
O 0.992 -1.601 0.015 0.4 -0.3 0.4 -0.0888
H -2.349 0.240 2.968 0.0 0.0 0.0 0.3276
H -0.835 0.742 3.768 0.0 0.0 0.0 0.4713
H -1.517 -0.843 4.101 0.0 0.0 0.0 0.4630
H 0.798 -0.838 4.507 0.0 0.0 0.0 0.4834
H 3.141 -1.522 4.777 0.0 0.0 0.0 0.4529
H 4.469 -2.194 2.801 0.0 0.0 0.0 0.4567
H 3.432 -2.202 0.538 0.0 0.0 0.0 0.5350
Se -0.087 -2.330 -2.964 -0.3 -0.3 -0.6 -0.1055
Se -1.503 -6.147 -3.382 0.0 0.1 0.1 0.0510
Te -2.253 -4.137 -2.638 0.5 -0.2 -0.3 0.7138
Se -1.240 -3.872 0.017 -0.9 -0.5 0.3 -0.0324
C -2.100 4.101 -2.977 0.1 -0.1 0.0 -1.4145
C -1.474 2.871 -2.421 0.0 0.2 -0.1 0.7008
C -0.131 2.708 -2.169 0.0 0.0 0.0 -1.0319
C 0.349 1.497 -1.671 0.1 0.1 0.1 0.9453
N -0.513 0.488 -1.411 0.0 -0.2 -0.1 0.0461
C -1.806 0.644 -1.673 -0.3 0.1 0.0 0.1810
S -2.819 -0.707 -1.351 0.1 -0.2 0.2 -0.4098
N -2.280 1.806 -2.162 0.0 -0.1 0.0 0.1088
C 1.805 1.309 -1.429 -0.1 0.0 0.0 -1.2235
H -1.450 4.959 -2.833 0.0 0.0 0.0 0.4025
H -3.068 4.299 -2.516 0.0 0.0 0.0 0.4342
H -2.257 3.970 -4.052 0.0 0.0 0.0 0.3503
H 0.554 3.522 -2.359 0.0 0.0 0.0 0.5198
H -3.277 1.886 -2.341 0.0 0.0 0.0 0.3396
H 2.327 1.316 -2.390 0.0 0.0 0.0 0.3828
H 2.024 0.380 -0.915 0.0 0.0 0.0 0.0927
H 2.198 2.151 -0.857 0.0 0.0 0.0 0.4548

34
Properties=species:S:1:pos:R:3:forces:R:3:mulliken_charge:R:1 method="wB97M-V/def2-TZVPD" energy_ha=-1179.624058 homo_energy_ev=-7.77 e_lumo_ev=-0.183 e_above_lowest_kj_mol=1543.8
O -7.383 -0.122 -0.650 4.1 1.4 -0.1 -0.5816
C -6.284 0.554 -0.762 -5.2 -3.5 1.2 -0.4092
C -4.980 0.227 -0.344 -6.5 -7.6 1.5 0.8730
C -4.718 -1.114 0.180 -1.7 2.7 -2.0 -0.7355
N -3.464 -1.411 0.394 0.9 2.0 1.2 -0.4355
C -2.854 -0.239 0.358 0.6 0.1 -2.1 0.7031
N -1.588 -0.144 0.732 -4.3 13.0 -5.2 0.4862
C -0.800 1.195 0.053 -0.7 0.4 6.0 -1.2049
H -1.373 2.081 0.440 0.6 -0.9 -0.1 0.6807
C 0.667 1.106 0.759 -10.4 10.8 6.9 -1.2615
N 1.292 0.179 0.354 8.3 -14.5 -7.3 0.5354
C 2.573 0.130 -0.144 3.0 -4.9 -0.9 1.0027
C 3.254 -1.122 -0.992 2.8 12.4 5.9 -0.9287
C 4.585 -0.799 -1.202 -3.9 -11.0 -6.7 -0.4281
C 5.371 0.117 -0.913 0.8 8.3 6.9 -0.6713
C 4.775 1.067 0.176 9.4 0.6 -5.1 -0.2998
C 3.553 0.889 0.477 -6.4 4.8 3.5 -0.4959
H 3.103 1.747 1.184 0.9 -1.9 -1.1 0.1202
H 5.575 2.003 0.361 -2.7 -2.7 0.4 0.2146
H 6.391 0.221 -0.955 2.1 -0.2 -1.1 0.4543
H 4.918 -1.654 -1.982 0.2 1.7 1.7 0.1054
H 2.502 -1.643 -1.112 -5.8 -6.5 -2.6 0.8481
C 0.555 -1.097 0.175 2.8 2.1 -1.8 -0.8934
H 0.206 -1.272 -0.764 0.6 0.0 -4.4 0.4606
C -0.703 -0.983 0.732 2.9 -15.0 11.8 -1.5616
H -0.348 -1.035 2.022 -0.6 -0.2 -2.3 0.2324
H -1.292 -2.238 0.845 1.8 3.6 -0.9 0.2589
H 1.185 -1.927 0.376 0.1 -0.8 1.2 0.9164
H 1.073 2.011 0.538 1.4 2.9 -0.7 0.7742
H 0.593 1.155 1.936 -0.7 0.1 -1.5 0.1868
H -0.710 1.351 -0.970 -0.2 -1.0 -2.2 0.4331
S -3.759 1.149 -0.514 7.1 1.7 1.4 -0.3093
H -5.429 -1.857 0.373 -1.4 -0.6 -0.1 0.4926
H -6.484 1.476 -1.161 0.2 2.8 -1.3 0.4378

39
Properties=species:S:1:pos:R:3:forces:R:3:mulliken_charge:R:1 method="wB97M-V/def2-TZVPD" charge=+1 energy_ha=-1547.419384 homo_energy_ev=-11.23 e_lumo_ev=-4.411
Pd 1.010 1.312 -0.876 0.4 0.0 0.0 0.7850
N 4.338 4.054 -0.878 -0.7 -0.2 0.0 -0.3653
C 3.180 3.386 -0.878 0.2 -1.5 0.0 0.7575
S 3.274 1.614 -0.872 0.1 0.2 0.0 -0.4677
N 2.029 4.006 -0.883 -0.2 1.9 0.0 -1.3490
N 0.955 3.244 -0.880 -2.8 1.1 0.0 0.6779
C -0.296 3.776 -0.875 4.5 0.3 0.0 -0.6939
C -1.358 2.877 -0.875 -2.5 -2.9 0.0 0.9325
C -2.736 3.244 -0.877 1.9 0.3 0.0 -0.9465
C -3.702 2.279 -0.877 0.1 -1.5 0.0 -0.0856
C -3.316 0.921 -0.877 -0.4 1.0 0.0 -0.9614
C -1.977 0.604 -0.879 0.2 -0.1 0.0 0.0172
N -1.011 1.522 -0.875 -1.1 1.7 0.0 -0.2927
H 5.197 3.533 -0.877 0.0 0.1 0.0 0.1980
H 4.349 5.060 -0.878 0.0 0.0 0.0 0.2487
H -0.416 4.851 -0.874 0.1 0.0 0.0 0.4042
H -2.987 4.293 -0.878 0.0 0.1 0.0 0.3972
H -4.750 2.536 -0.877 -0.1 0.1 0.0 0.4513
H -4.057 0.143 -0.879 -0.1 -0.2 0.0 0.4113
H -1.661 -0.435 -0.886 0.0 0.1 0.0 0.4313
O -1.780 -2.734 4.256 -0.2 0.4 0.0 -0.5128
C -0.921 -3.618 3.604 0.4 -0.9 0.1 -0.3735
N -0.500 -2.942 2.397 -0.3 0.2 0.3 -0.1479
C 0.327 -3.544 1.521 -0.1 0.4 0.0 0.1004
O 0.803 -4.641 1.704 0.1 -0.3 0.0 -0.6002
C 0.645 -2.757 0.278 0.2 0.1 -0.3 0.4724
C 1.025 -3.454 -0.869 0.0 0.2 0.1 -0.1385
C 1.331 -2.750 -2.022 -0.1 0.1 0.2 -0.8067
C 1.288 -1.367 -1.989 0.1 -0.2 -0.4 -0.3082
N 0.983 -0.701 -0.873 0.1 -0.2 -0.1 0.0282
C 0.655 -1.370 0.233 -0.1 -0.4 0.4 -0.3385
H -2.082 -3.120 5.085 0.1 0.0 -0.1 0.3134
H -1.423 -4.563 3.335 0.1 0.2 0.1 0.2908
H -0.030 -3.861 4.204 -0.2 0.0 -0.1 0.2829
H -1.000 -2.088 2.204 0.1 0.0 -0.2 0.2390
H 1.078 -4.531 -0.827 0.0 -0.1 0.0 0.5276
H 1.615 -3.257 -2.930 0.0 0.0 -0.1 0.4437
H 1.503 -0.759 -2.868 0.0 -0.2 0.3 0.4749
H 0.416 -0.764 1.107 0.1 -0.1 -0.2 0.5031

39
Properties=species:S:1:pos:R:3:forces:R:3:mulliken_charge:R:1 method="wB97M-V/def2-TZVPD" energy_ha=-1796.953628 homo_energy_ev=-8.07 e_lumo_ev=-0.508
C -4.520 -1.659 -0.186 3.8 1.3 -9.3 -1.3058
H -5.350 -1.733 0.278 -5.6 -0.3 3.3 0.5624
H -4.365 -0.609 -0.806 -0.7 -2.6 1.7 0.1123
H -4.492 -2.473 -1.051 -0.7 1.7 1.2 0.2484
C -3.365 -1.981 0.528 -3.1 4.0 8.9 -0.8428
C -2.151 -1.808 0.015 6.4 -0.5 5.3 0.9285
N -2.048 -1.683 -1.133 1.1 2.3 -15.0 -0.0997
N -0.723 -1.484 -1.845 -2.2 -0.7 2.5 -0.8530
C 0.103 -1.602 -0.864 2.3 0.1 -1.1 0.4416
N 1.552 -1.599 -0.971 -2.6 2.1 -4.4 -0.0486
C 2.333 -1.341 0.105 3.8 -3.3 -6.9 0.3735
O 1.928 -1.652 1.122 -1.2 -0.4 8.0 -0.4957
C 3.826 -1.342 -0.395 -1.4 4.3 2.0 -0.8381
H 4.546 -1.651 0.328 0.4 -1.5 -0.2 0.4769
H 3.992 -1.236 -1.478 0.2 -0.4 0.8 0.3078
S 3.969 0.554 0.389 2.5 -1.5 -0.7 -0.2735
C 2.513 0.995 -0.236 -4.4 2.9 -0.4 0.6672
N 2.078 1.204 -1.457 4.4 -0.4 -3.3 -0.5468
N 0.919 1.633 -1.619 -3.8 -0.2 2.9 -0.3416
C 0.344 1.627 -0.199 5.3 0.5 -8.3 0.2711
N 1.367 1.356 0.456 1.2 -1.0 9.4 -0.0126
C 1.352 1.450 2.137 5.5 0.8 -5.6 -1.1606
H 1.180 0.487 2.424 -0.3 -2.5 1.1 0.4411
H 0.749 2.174 2.557 -1.3 1.6 0.2 0.5196
H 2.495 1.730 2.044 -2.3 -0.5 1.9 0.2538
C -0.951 1.772 -0.029 -7.2 0.5 1.8 0.3752
C -1.852 2.055 -1.036 -1.5 4.4 -2.5 -0.2322
C -3.184 2.493 -0.839 0.1 -5.4 5.6 -0.7891
C -3.792 1.889 0.538 9.7 1.6 -3.9 -0.5020
N -2.908 1.404 1.457 -3.3 1.5 -2.2 -0.6172
C -1.632 1.465 1.122 1.1 -2.1 2.0 -0.2764
H -1.115 0.892 1.861 1.0 0.2 0.7 0.8227
H -4.737 2.016 0.679 -5.8 0.3 1.4 0.5866
H -3.909 2.575 -1.593 -0.5 0.8 -1.2 0.4273
H -1.451 2.455 -1.972 0.2 -0.9 -0.2 0.3904
H 1.841 -1.105 -1.864 -0.5 -1.0 1.3 0.4182
S -0.526 -1.834 0.644 -0.4 -0.7 4.8 -0.2514
H -3.421 -0.993 1.703 0.5 -2.2 -2.9 0.2018
H -3.457 -2.717 1.223 -0.3 -2.8 1.5 0.6610

Looking at HOMO-LUMO gap for the records above, in order, we have 5.8 7.6 6.8 7.6 eV.